# 1
Here is 3 unconnected molecules or ions with the total composition C12H24BClO8 in a non-equilibrium geometry from the Open Molecules 2025 dataset. Energies are from wB97M-V/def2-TZVPD.

The value obtained for the total energy is -42411.830 eV. The strongest force on any atom is 0.0880 hartree/bohr. The HOMO energy comes out at -10.04 eV.

Last column: Mulliken charge in e.
Element x y z (Å)
C (2.5005, -2.1232, 3.4711)  -0.90
C (2.0980, -0.5579, 3.6031)  -0.18
O (1.7113, -0.0455, 2.2776)  -0.49
B (0.2808, -0.0165, 2.3295)  0.92
O (-0.4531, 1.1701, 2.7587)  -0.61
C (-0.6840, -1.3127, 1.9636)  0.35
O (-0.2558, -2.2143, 1.1954)  -0.49
O (-2.0217, -1.4636, 2.4276)  -0.32
C (-2.0852, -1.6817, 3.8499)  -0.18
Cl (-3.3302, -0.4632, 4.4968)  -0.19
H (3.0806, -2.4349, 4.4165)  0.37
H (1.5639, -2.7595, 3.3194)  0.20
H (3.1551, -2.2138, 2.5380)  0.23
H (2.9653, 0.0317, 4.0503)  0.36
H (1.2358, -0.4847, 4.3605)  0.13
H (-0.4747, 1.0643, 3.7416)  0.29
H (-1.0997, -1.5475, 4.4012)  0.22
H (-2.4809, -2.7396, 4.0213)  0.35
C (-3.1374, 0.9585, -2.9996)  -1.05
C (-2.1998, 2.1021, -2.6673)  -0.01
O (-2.8445, 3.0700, -1.8285)  -0.39
C (-2.9165, 2.9842, -0.4862)  0.55
C (-2.5606, 1.6845, 0.1808)  -0.16
O (-3.3322, 3.9172, 0.1586)  -0.58
H (-3.4425, 0.4152, -2.1031)  0.24
H (-2.6584, 0.2548, -3.6841)  0.37
H (-4.0500, 1.3378, -3.4657)  0.35
H (-1.2614, 1.7610, -2.2237)  0.04
H (-1.9325, 2.6256, -3.5880)  0.32
H (-3.4683, 1.0952, 0.3237)  0.28
H (-2.1193, 1.9064, 1.1544)  0.20
H (-1.8230, 1.0971, -0.3621)  -0.19
C (1.0054, -0.2812, -1.5182)  -0.53
C (1.0768, -0.5721, -3.0036)  -0.74
O (1.9081, 0.3832, -3.6765)  -0.36
C (3.2470, 0.2842, -3.7812)  0.71
C (3.9723, -0.7158, -2.9238)  -0.87
O (3.8556, 1.0404, -4.4997)  -0.57
H (1.9859, -0.3590, -1.0448)  0.35
H (0.3260, -0.9779, -1.0223)  0.25
H (0.6516, 0.7394, -1.3469)  0.25
H (1.4007, -1.5934, -3.2164)  0.42
H (0.0794, -0.4685, -3.4378)  0.23
H (4.3096, -0.2247, -2.0094)  0.22
H (4.8404, -1.0787, -3.4780)  0.31
H (3.3815, -1.5932, -2.6725)  0.32

=====

# 2
Here is 2 unconnected molecules or ions with the total composition C3H9N2OP in a non-equilibrium geometry from the Open Molecules 2025 dataset. Energies are from wB97M-V/def2-TZVPD.

The value obtained for the total energy is -17571.676 eV. The strongest force on any atom is 0.0997 hartree/bohr. The value obtained for the relative energy (zero: lowest compared OMol25 entry of this formula, charge and spin) is 58.50 kcal/mol. The HOMO energy comes out at -8.33 eV.

Last column: Mulliken charge in e.
Element x y z (Å)
C (-2.9587, -0.9616, 0.1097)  -0.79
C (-1.8236, -0.4261, -0.3955)  -0.06
C (-0.9260, 0.5383, 0.2246)  -0.39
N (1.9295, -1.5337, 0.5479)  -0.73
N (1.5787, 1.5115, 0.7055)  -0.46
O (1.1265, 0.9300, -1.8234)  -0.65
P (0.5252, 0.9629, -0.4455)  0.61
H (-3.4776, -1.7706, -0.4912)  0.22
H (-3.4001, -0.5704, 1.0278)  0.28
H (-1.4621, -0.8291, -1.3098)  0.29
H (-0.9172, 0.6907, 1.2589)  0.33
H (2.0058, -2.4615, -0.0312)  0.23
H (1.7274, -0.7040, -0.0187)  0.31
H (1.2365, 1.3046, 1.6653)  0.27
H (1.9571, 2.4548, 0.4861)  0.27
H (1.2144, -1.9316, 1.0053)  0.26

=====

# 3
Here is 5 unconnected molecules or ions with the total composition C13H41N4O4 in a non-equilibrium geometry from the Open Molecules 2025 dataset. Energies are from wB97M-V/def2-TZVPD.

The value obtained for the total energy is -28290.280 eV. The strongest force on any atom is 0.0363 hartree/bohr. As for the net charge: +1. The value obtained for the relative energy (zero: lowest compared OMol25 entry of this formula, charge and spin) is 0.00 kcal/mol. The HOMO energy comes out at -12.21 eV.

Last column: Mulliken charge in e.
Element x y z (Å)
N (-11.6579, 23.7036, -13.7346)  0.16
H (-12.4345, 24.3524, -13.6187)  0.23
H (-10.8533, 24.1970, -14.2032)  0.22
H (-11.9942, 22.9748, -14.3981)  0.33
H (-11.3248, 23.1937, -12.8999)  0.44
C (-14.1918, 27.0001, -13.2618)  -0.65
O (-13.3352, 26.3591, -14.2420)  -0.45
H (-13.6256, 27.0599, -12.3403)  0.24
H (-14.5509, 27.9627, -13.6178)  0.34
H (-15.0789, 26.3808, -13.0915)  0.26
H (-13.7220, 26.5750, -15.0951)  0.27
C (-9.0501, 22.8464, -15.8249)  -1.13
C (-8.7216, 24.3300, -15.9128)  0.30
C (-8.3794, 24.7145, -17.3381)  -0.65
O (-7.2792, 23.9238, -17.7542)  -0.31
C (-6.7230, 24.3557, -18.9867)  -0.76
N (-9.8409, 25.1604, -15.3788)  -0.72
H (-9.8962, 22.6199, -16.4867)  0.19
H (-9.3243, 22.5277, -14.8185)  0.08
H (-8.2019, 22.2670, -16.1803)  0.47
H (-7.8602, 24.5315, -15.2726)  0.29
H (-8.0883, 25.7722, -17.3894)  0.40
H (-9.2382, 24.5085, -17.9961)  0.36
H (-5.9953, 23.5931, -19.2535)  0.25
H (-6.1714, 25.2938, -18.8607)  0.30
H (-7.4996, 24.4693, -19.7444)  0.32
H (-10.4591, 25.4144, -16.1482)  0.24
H (-9.4395, 26.0433, -15.0760)  0.27
C (-15.1367, 23.1388, -15.2743)  -1.34
C (-14.3639, 21.8771, -15.5494)  0.72
C (-15.0189, 20.9182, -16.5329)  -1.00
O (-14.2181, 19.7746, -16.5755)  -0.30
C (-14.8087, 18.7262, -17.3193)  -0.76
N (-12.9753, 22.2231, -15.9450)  -0.67
H (-15.1658, 23.8159, -16.1333)  0.41
H (-14.7256, 23.6958, -14.4311)  0.15
H (-16.1719, 22.9125, -15.0032)  0.42
H (-14.2710, 21.3532, -14.5935)  -0.06
H (-15.2957, 21.3639, -17.4964)  0.42
H (-15.9891, 20.6385, -16.0695)  0.40
H (-15.8470, 18.5627, -17.0037)  0.32
H (-14.2502, 17.8112, -17.1520)  0.24
H (-14.8200, 18.9625, -18.3891)  0.30
H (-12.4965, 21.3552, -16.1835)  0.28
H (-12.9946, 22.7366, -16.8243)  0.27
C (-10.7493, 23.6000, -10.0483)  -1.25
C (-10.4684, 22.2146, -10.6118)  -0.05
C (-11.7402, 21.4241, -10.7734)  -0.84
O (-12.6229, 22.0939, -11.6266)  -0.17
C (-13.9101, 21.5458, -11.5981)  -0.91
N (-9.7777, 22.3107, -11.9275)  -0.63
H (-11.4368, 23.4572, -9.2144)  0.37
H (-11.2032, 24.3072, -10.7406)  0.19
H (-9.8234, 24.0503, -9.6879)  0.40
H (-9.8382, 21.6893, -9.8888)  0.46
H (-12.1736, 21.2092, -9.7841)  0.49
H (-11.4957, 20.4109, -11.1517)  0.42
H (-14.3568, 21.6483, -10.6007)  0.35
H (-13.8896, 20.4713, -11.8296)  0.39
H (-14.5408, 22.0467, -12.3270)  0.19
H (-9.5523, 21.3734, -12.2610)  0.25
H (-8.8483, 22.6899, -11.7494)  0.26

=====

no.,orbital gap (eV)
1,8.88
2,8.67
3,10.24